{
  "formula": "C2H9NO3",
  "method": "ωB97M-V with the def2-TZVPD basis set",
  "relative_energy_ev": 0.6084,
  "smiles": "CC(N)=O.O.O",
  "energy_ev": -9853.0381,
  "e_homo_ev": -10.0,
  "largest_force_ev_per_a": 1.80,
  "species": ["C", "C", "N", "O", "H", "H", "H", "H", "H", "O", "H", "H", "O", "H", "H"],
  "xyz": [[0.2833, -0.5534, 0.7812], [1.5405, -0.9107, -0.0425], [2.7317, -0.5722, 0.4960], [1.4203, -1.4841, -1.1127], [-0.0356, 0.4795, 0.6919], [-0.4734, -1.1913, 0.3388], [0.5605, -0.8987, 1.7795], [3.6091, -0.6765, 0.0156], [2.7186, 0.0565, 1.2760], [-3.1916, 2.1524, 1.3269], [-3.9505, 1.5623, 1.3194], [-3.6055, 3.0115, 1.4634], [-0.8784, -0.1435, -2.6824], [-0.5423, -0.3838, -3.5567], [-0.1866, -0.4482, -2.0941]],
  "mulliken_charge": [-1.1313, 0.6933, -0.3860, -0.6600, 0.3434, 0.3120, 0.3994, 0.2401, 0.1977, -0.6219, 0.3153, 0.3121, -0.6519, 0.3050, 0.3328]
}


{
  "formula": "C3H10N2O",
  "method": "ωB97M-V with the def2-TZVPD basis set",
  "relative_energy_ev": 2.5333,
  "smiles": "[H]/N=C(\\C)N.CO",
  "energy_ev": -8298.9707,
  "e_homo_ev": -8.9,
  "largest_force_ev_per_a": 4.44,
  "species": ["H", "N", "C", "C", "N", "H", "H", "H", "H", "H", "C", "O", "H", "H", "H", "H"],
  "xyz": [[2.5139, 1.1108, -2.0349], [1.6157, 1.5426, -1.8548], [0.7702, 0.8782, -1.2214], [1.3580, -0.5054, -0.2500], [-0.5179, 1.1368, -1.0282], [0.8118, -1.3994, 0.0589], [2.0126, -0.0479, 0.4907], [1.9907, -0.9807, -0.9995], [-0.9131, 0.8510, -0.0419], [-0.8855, 1.9130, -1.5633], [-1.7944, -0.9187, 1.4676], [-0.9275, 0.1948, 1.3670], [-1.7948, -1.5076, 0.5431], [-2.8042, -0.5496, 1.6442], [-1.4942, -1.5850, 2.2813], [0.0588, -0.1330, 1.1412]],
  "mulliken_charge": [0.2428, -0.7419, 0.6390, -1.4213, -0.4134, 0.4109, 0.3751, 0.3636, 0.3516, 0.2237, -0.6023, -0.6174, 0.2946, 0.2673, 0.2932, 0.3345]
}


{
  "formula": "C4H28NO9S",
  "method": "ωB97M-V with the def2-TZVPD basis set",
  "energy_ev": -35349.0225,
  "e_homo_ev": -12.1,
  "total_charge": 1,
  "largest_force_ev_per_a": 4.19,
  "species": ["C", "O", "C", "C", "C", "S", "N", "H", "H", "H", "H", "H", "H", "H", "H", "H", "H", "H", "H", "H", "H", "O", "H", "H", "O", "H", "H", "O", "H", "H", "O", "H", "H", "O", "H", "H", "O", "H", "H", "O", "H", "H", "O"],
  "xyz": [[0.4218, 0.4242, 0.7230], [-0.4709, 1.4830, 0.3375], [-0.0756, -0.9614, 0.4915], [1.0317, -1.8597, 1.0920], [0.9642, -2.2852, 2.5365], [-0.3947, -1.4254, 3.5031], [-0.3005, -1.0199, -1.0243], [0.7922, 0.5795, 1.7973], [1.2730, 0.7225, 0.0004], [-1.3434, 1.5135, 0.8524], [-1.1169, -1.0316, 0.9047], [2.0647, -1.3239, 1.1298], [1.0318, -2.8195, 0.5058], [1.8005, -2.0396, 3.2971], [0.8908, -3.3736, 2.6217], [-1.3929, -2.3240, 3.2530], [-0.8467, -0.2132, -1.1820], [0.6475, -1.0529, -1.4379], [-1.0207, -1.7463, -1.2585], [-0.7524, 1.5683, -2.8748], [-1.9036, 2.4408, -2.3498], [-1.6887, 1.5407, -2.5963], [-3.9973, -0.6395, -1.2899], [-2.7209, 0.3016, -1.5556], [-3.0206, -0.6327, -1.4950], [3.6969, 1.9391, -1.5222], [2.4760, 2.9417, -1.4145], [2.9064, 2.2713, -1.9311], [1.7016, 1.3091, -2.4945], [1.1992, 0.9153, -3.9063], [0.9778, 0.7360, -2.9534], [-4.0394, 1.9277, 1.2508], [-3.7127, 0.6932, 2.0094], [-3.3138, 1.3727, 1.4464], [-2.2113, -4.1041, -0.5831], [-3.0912, -2.9262, -1.1517], [-2.2226, -3.1983, -0.8550], [4.7569, -0.3887, -1.4107], [4.9630, 0.3110, -0.1131], [4.4931, 0.3738, -0.9233], [1.8991, 3.4203, 0.8198], [0.5218, 3.0609, -0.0478], [1.4086, 3.3211, 0.0519]],
  "mulliken_charge": [-0.6416, -0.3947, 0.6838, -0.4552, -0.8245, -0.2182, 0.2381, 0.3172, 0.2242, 0.2524, 0.1464, 0.1220, 0.3700, 0.3278, 0.3850, 0.1364, -0.2542, 0.4496, 0.4061, 0.3178, 0.2971, -0.6442, 0.3093, 0.2376, -0.5823, 0.2971, 0.3683, -0.6751, 0.4143, 0.3168, -0.7430, 0.2656, 0.2741, -0.5494, 0.2680, 0.2601, -0.5872, 0.2797, 0.2900, -0.5964, 0.2583, 0.2771, -0.6244]
}


| no. | LUMO level (Ha) |
| --- | --- |
| 1 | 0.02929 |
| 2 | 0.02809 |
| 3 | -0.08966 |